17
Properties=species:S:1:pos:R:3:nbo_charge:R:1 method="wB97M-V/def2-TZVPD" molar_mass_da=127.21 e_homo_ev=-8.30 multiplicity=1 e_tot_ha=-686.60473 orbital_gap_ha=0.2629 de_lowest_kj_mol=940.16 lumo_ev=-1.15
C 1.649 -0.952 0.311 -0.01
C 0.237 -1.319 -0.360 -0.37
C -2.139 -0.194 -0.099 -0.54
C -0.902 0.690 0.291 0.03
C -0.977 2.008 -0.152 -0.44
C 0.269 -0.266 0.728 -0.31
H 2.300 1.321 -0.505 0.34
H 3.832 -0.875 -0.221 0.40
H 2.133 -1.601 1.094 0.22
H 0.033 -0.706 -1.233 0.21
H -2.895 -0.011 0.668 0.24
H -2.371 0.095 -1.109 0.23
H -0.193 2.765 0.065 0.22
H -2.052 2.243 -0.552 0.21
H -0.007 -0.831 1.691 0.22
N 2.576 -0.357 -0.498 -0.78
S -1.493 -2.010 -0.119 0.15

***

21
Properties=species:S:1:pos:R:3:nbo_charge:R:1 method="wB97M-V/def2-TZVPD" molar_mass_da=104.17 e_homo_ev="-9.05 / -9.04" multiplicity=2 e_tot_ha=-328.78705 orbital_gap_ha="0.3677 / 0.2661" de_lowest_kj_mol=131.47 lumo_ev="0.96 / -1.80"
C 0.990 -1.704 -0.876 -0.63
C 0.093 -0.496 -1.235 -0.05
C 1.020 0.662 -1.566 -0.63
N -0.901 -0.745 -2.326 -0.84
H 1.634 -1.393 -0.029 0.22
H 0.385 -2.601 -0.645 0.20
H 1.714 -1.959 -1.675 0.20
H -0.470 -0.158 -0.352 0.20
H 0.555 1.592 -1.935 0.21
H 1.449 1.016 -0.619 0.23
H 1.742 0.344 -2.338 0.20
H -1.505 -1.534 -2.050 0.35
H -0.409 -1.038 -3.181 0.35
C -0.136 0.574 2.510 -0.13
O 0.418 0.259 1.285 -0.29
C -1.439 1.393 2.251 -0.61
H 0.470 1.229 3.183 0.21
H -0.412 -0.300 3.174 0.15
H -2.043 1.644 3.156 0.23
H -1.980 0.842 1.465 0.22
H -1.176 2.374 1.806 0.21

***

15
Properties=species:S:1:pos:R:3:nbo_charge:R:1 method="wB97M-V/def2-TZVPD" molar_mass_da=148.98 e_homo_ev="-15.53 / -14.85" multiplicity=6 e_tot_ha=-1464.68302 orbital_gap_ha="0.2426 / 0.2056" charge=+2 de_lowest_kj_mol=168.97 lumo_ev="-8.93 / -9.25"
O -0.047 0.942 0.122 -0.70
C -1.361 1.130 -0.097 -0.38
C -1.885 -0.222 -0.436 -0.30
Li -1.991 1.879 1.728 0.96
Mn 0.821 -0.256 -1.298 1.51
H -1.709 1.943 -0.735 0.21
H -2.461 -0.635 0.384 0.23
H -2.366 -0.283 -1.406 0.25
C 0.542 -0.807 0.740 0.34
C -0.488 -1.441 -0.218 -0.90
O 1.829 -0.774 0.313 -0.70
H 0.375 -0.892 1.814 0.26
H 0.068 -2.305 -0.520 0.31
H -1.248 -2.228 -0.131 0.36
H 2.298 -1.421 -0.202 0.54

***

70
Properties=species:S:1:pos:R:3:lowdin_spin:R:1 method="wB97M-V/def2-TZVPD" molar_mass_da=572.46 e_homo_ev="-16.09 / -16.13" multiplicity=7 e_tot_ha=-2705.86255 orbital_gap_ha="0.1702 / 0.1798" charge=+3 lumo_ev="-11.46 / -11.24"
Eu -0.266 -0.344 -0.056 6.08
P 0.495 -3.010 -1.088 0.00
P 2.596 -0.161 0.796 -0.01
P -3.080 0.112 -0.289 -0.01
H 2.094 4.602 0.088 0.00
C 1.004 4.491 0.102 0.00
C 0.346 4.394 1.422 0.00
H 0.909 4.396 2.294 0.00
C 1.255 -2.825 -2.767 0.00
C 1.605 -4.089 -0.231 0.00
C -0.957 -4.003 -1.365 0.00
C 2.902 1.406 1.703 0.00
C 3.007 -1.368 2.121 0.00
C 4.154 -0.240 -0.166 0.00
C -3.300 1.831 0.325 0.00
C -4.521 -0.703 0.471 0.00
C -3.652 0.282 -2.018 0.00
H 0.447 4.524 -0.782 0.00
H -0.730 4.319 1.417 0.00
H 1.440 -3.860 -3.070 0.00
H 2.194 -2.252 -2.693 0.00
H 0.555 -2.332 -3.459 0.00
H 1.802 -4.920 -0.917 0.00
H 1.104 -4.492 0.653 0.00
H 2.549 -3.625 0.054 0.00
H -0.645 -4.802 -2.043 0.00
H -1.795 -3.448 -1.799 0.00
H -1.262 -4.449 -0.412 0.00
H 3.951 1.703 1.568 0.00
H 2.699 1.278 2.775 0.00
H 2.252 2.203 1.315 0.00
H 4.097 -1.392 2.259 0.00
H 2.657 -2.370 1.832 0.00
H 2.524 -1.086 3.068 0.00
H 5.008 -0.406 0.509 0.00
H 4.292 0.706 -0.710 0.00
H 4.095 -1.065 -0.890 0.00
H -3.825 2.430 -0.430 0.00
H -2.329 2.304 0.546 0.00
H -3.893 1.797 1.249 0.00
H -5.394 -0.610 -0.189 0.00
H -4.731 -0.243 1.446 0.00
H -4.287 -1.767 0.618 0.00
H -4.734 0.468 -1.998 0.00
H -3.446 -0.652 -2.560 0.00
H -3.127 1.101 -2.531 0.00
C -0.020 1.102 -2.849 0.00
C 0.538 0.271 -3.821 0.00
C 0.179 0.522 -5.183 0.00
C -0.666 1.568 -5.509 0.00
C -1.134 2.441 -4.474 0.00
C -0.845 2.220 -3.098 0.00
O 0.265 0.675 -1.619 -0.03
H 0.219 -1.554 -1.256 0.00
H 1.244 -0.537 -3.591 0.00
H 0.565 -0.135 -6.028 0.00
H -0.982 1.792 -6.547 0.00
H -1.735 3.322 -4.734 0.00
H -1.054 2.888 -2.391 0.00
C -1.295 0.860 5.417 0.00
N -0.167 0.249 4.701 0.00
C 0.778 -0.614 5.436 0.00
C -0.151 0.260 3.392 0.00
N -0.116 0.276 2.242 -0.01
H -1.065 0.740 6.485 0.00
H -2.241 0.347 5.187 0.00
H -1.373 1.926 5.169 0.00
H 0.660 -1.671 5.149 0.00
H 1.813 -0.287 5.260 0.00
H 0.526 -0.489 6.497 0.00

***

15
Properties=species:S:1:pos:R:3:nbo_charge:R:1 method="wB97M-V/def2-TZVPD" molar_mass_da=104.11 e_homo_ev=-7.42 multiplicity=1 e_tot_ha=-378.81984 orbital_gap_ha=0.1585 de_lowest_kj_mol=843.22 lumo_ev=-3.11
C -0.124 -0.483 -1.386 -0.31
C -0.145 1.036 -1.521 0.14
N 0.139 1.716 -0.376 -0.31
C 1.148 0.776 -0.381 0.40
N 1.004 -0.657 -0.354 -0.61
H 0.111 -0.990 -2.332 0.23
H -0.456 1.559 -2.411 0.24
H 2.151 1.082 -0.691 0.21
H 0.551 -1.040 0.492 0.49
H -0.475 1.167 1.346 0.44
H -1.058 0.362 2.518 0.50
O -0.303 0.900 2.263 -0.93
H -0.999 -0.964 -0.933 0.31
H -0.778 -2.565 2.229 0.44
O -0.766 -1.898 1.536 -1.23

***

140
Properties=species:S:1:pos:R:3:lowdin_charge:R:1 method="wB97M-V/def2-TZVPD" molar_mass_da=1755.00 e_homo_ev=-11.17 multiplicity=1 e_tot_ha=-19599.43979 orbital_gap_ha=0.2550 charge=+1 lumo_ev=-4.24
C -4.631 1.957 1.273 -0.07
C -4.263 1.859 -0.267 -0.34
O -3.657 2.851 -0.760 0.05
N -4.511 0.731 -1.177 -0.12
C -3.966 -0.577 -0.724 -0.14
C -5.892 0.665 -1.665 -0.15
C -6.981 0.150 -0.739 -0.01
C -6.900 -0.357 0.751 -0.05
C -8.348 0.214 -1.444 -0.03
C -9.731 -0.201 -0.775 -0.14
C -10.963 0.709 -1.230 -0.16
C -10.856 2.243 -0.815 -0.72
F -9.951 3.011 -1.604 -0.12
Br -10.413 2.559 1.086 0.83
C -12.330 2.908 -1.059 -0.74
F -13.089 2.218 -2.028 -0.01
F -13.100 2.966 0.131 -0.06
Br -12.151 4.807 -1.680 0.80
C -8.321 0.757 -2.862 -0.04
N -7.257 1.173 -3.663 0.00
N -6.140 1.082 -2.971 -0.42
Cl -4.750 1.589 -3.900 0.80
H -4.458 0.987 1.862 0.01
H -5.773 2.132 1.320 0.09
H -4.164 2.882 1.779 -0.06
H -2.880 -0.662 -1.107 0.12
H -3.901 -0.704 0.425 -0.07
H -4.544 -1.412 -1.239 0.12
H -7.200 0.510 1.442 0.09
H -7.651 -1.206 0.927 0.11
H -5.892 -0.735 1.100 0.05
H -9.631 -0.122 0.367 0.09
H -10.018 -1.289 -0.988 0.15
H -11.904 0.289 -0.714 0.15
H -11.184 0.626 -2.356 0.10
H -9.355 0.840 -3.375 0.01
Cl -3.250 -2.167 1.419 0.69
C -1.804 -3.157 1.080 -0.58
C -0.859 -3.212 2.263 -0.65
Cl -0.085 -1.641 2.577 0.56
H -1.315 -2.748 0.194 0.08
H -2.158 -4.161 0.841 0.08
H -0.058 -3.926 2.063 0.08
H -1.373 -3.525 3.173 0.07
Cl -5.404 0.031 4.054 0.59
C -3.952 -0.751 4.733 -0.64
C -2.976 0.256 5.303 -0.69
Cl -2.223 1.250 4.031 0.56
H -3.493 -1.354 3.948 0.01
H -4.295 -1.424 5.522 0.07
H -2.168 -0.263 5.820 0.00
H -3.459 0.925 6.015 0.04
Cl -3.507 4.636 2.429 0.65
C -4.096 6.094 1.590 -0.64
C -2.975 6.862 0.924 -0.69
Cl -1.879 7.617 2.110 0.57
H -4.629 6.710 2.316 0.08
H -4.814 5.757 0.839 -0.02
H -3.387 7.668 0.318 -0.02
H -2.379 6.219 0.273 0.07
Cl 0.512 3.265 1.879 0.53
C 0.630 5.041 1.811 -0.68
C 1.796 5.504 0.965 -0.66
Cl 3.366 5.125 1.717 0.54
H 0.702 5.415 2.833 0.07
H -0.306 5.404 1.382 0.02
H 1.758 6.589 0.842 0.07
H 1.778 5.050 -0.027 0.07
Cl 5.311 -0.073 1.144 0.54
C 5.433 1.704 1.076 -0.67
C 6.600 2.165 0.228 -0.65
Cl 8.170 1.783 0.978 0.56
H 5.507 2.077 2.099 0.07
H 4.497 2.069 0.648 0.06
H 6.563 3.250 0.106 0.07
H 6.579 1.711 -0.764 0.07
Cl 7.587 -2.071 -2.516 0.54
C 8.158 -2.425 -0.864 -0.71
C 9.329 -1.552 -0.465 -0.67
Cl 10.802 -1.944 -1.385 0.56
H 8.413 -3.484 -0.814 -0.01
H 7.316 -2.245 -0.194 0.04
H 9.564 -1.707 0.590 0.05
H 9.109 -0.493 -0.611 0.03
Cl -10.641 1.720 -4.861 0.65
C -10.532 3.498 -4.929 -0.62
C -9.368 3.958 -5.776 -0.63
Cl -7.807 3.572 -5.013 0.59
H -10.457 3.873 -3.907 0.02
H -11.470 3.858 -5.355 0.08
H -9.404 5.041 -5.902 0.08
H -9.386 3.501 -6.767 0.08
Cl -5.277 6.508 -1.277 0.65
C -5.869 7.963 -2.121 -0.62
C -4.749 8.732 -2.793 -0.64
Cl -3.653 9.494 -1.615 0.59
H -6.401 8.581 -1.397 0.08
H -6.586 7.623 -2.871 0.07
H -5.167 9.536 -3.402 0.08
H -4.154 8.089 -3.443 0.07
Cl 9.970 -2.934 -7.050 0.53
C 10.545 -3.285 -5.400 -0.66
C 11.718 -2.413 -5.005 -0.66
Cl 13.192 -2.805 -5.927 0.55
H 10.798 -4.345 -5.348 0.07
H 9.705 -3.102 -4.727 0.05
H 11.955 -2.567 -3.950 0.03
H 11.499 -1.354 -5.152 0.07
Cl 7.548 -6.014 -0.477 0.56
C 7.767 -6.446 1.238 -0.70
C 7.350 -5.324 2.167 -0.63
Cl 8.447 -3.924 2.065 0.60
H 8.811 -6.722 1.387 0.00
H 7.152 -7.328 1.422 0.04
H 7.376 -5.671 3.202 0.07
H 6.337 -4.978 1.951 0.07
Cl 14.244 -7.129 -3.260 0.53
C 14.864 -5.544 -3.788 -0.67
C 15.455 -4.750 -2.642 -0.66
Cl 14.214 -4.217 -1.480 0.53
H 14.047 -5.004 -4.270 0.02
H 15.632 -5.739 -4.538 0.07
H 15.937 -3.848 -3.026 0.07
H 16.203 -5.328 -2.096 0.07
Cl 10.746 -7.401 -0.279 0.57
C 10.785 -9.160 -0.568 -0.64
C 9.398 -9.758 -0.679 -0.64
Cl 8.527 -9.735 0.875 0.57
H 11.357 -9.622 0.238 0.07
H 11.328 -9.312 -1.503 0.07
H 9.470 -10.804 -0.984 0.07
H 8.790 -9.231 -1.416 0.07
Cl -2.245 0.642 8.536 0.59
C -2.590 -0.927 9.306 -0.64
C -1.482 -1.934 9.077 -0.65
Cl -1.382 -2.450 7.375 0.56
H -3.546 -1.289 8.924 0.07
H -2.702 -0.736 10.375 0.08
H -1.670 -2.832 9.669 0.08
H -0.510 -1.533 9.368 0.07

***

25
Properties=species:S:1:pos:R:3:nbo_charge:R:1 method="wB97M-V/def2-TZVPD" molar_mass_da=141.22 e_homo_ev=-18.03 multiplicity=1 e_tot_ha=-439.17122 orbital_gap_ha=0.3820 charge=+2 de_lowest_kj_mol=661.68 lumo_ev=-7.64
C 1.511 -2.510 -1.819 -0.44
C 0.062 -0.453 -1.375 0.74
C -1.621 -1.044 1.750 0.04
C -0.643 -1.597 1.144 0.01
C 0.481 2.406 1.111 -0.58
C -0.195 2.839 -0.160 -0.39
C 0.304 1.876 -1.260 -0.22
N 0.851 -1.290 -1.381 -0.30
N -0.533 0.641 -1.238 -0.58
N -1.354 -2.388 2.227 -0.54
H 1.547 -3.178 -0.882 0.24
H 2.505 -2.120 -2.007 0.27
H 1.232 -3.058 -2.690 0.28
H -2.338 -0.397 2.127 0.29
H 0.073 -1.959 0.376 0.30
H 0.216 3.053 1.888 0.25
H 0.201 1.301 1.191 0.15
H 1.569 2.367 0.840 0.21
H 0.157 3.855 -0.475 0.26
H -1.237 2.577 -0.094 0.20
H 0.308 2.471 -2.228 0.26
H 1.343 1.618 -1.016 0.22
H -1.534 0.651 -1.190 0.46
H -0.870 -2.517 3.122 0.44
H -2.034 -3.141 2.037 0.44

***

109
Properties=species:S:1:pos:R:3:lowdin_charge:R:1 method="wB97M-V/def2-TZVPD" molar_mass_da=1067.61 e_homo_ev=-1.00 multiplicity=1 e_tot_ha=-4852.70718 orbital_gap_ha=0.1794 charge=-2 de_lowest_kj_mol=0.00 lumo_ev=3.89
Pd -0.071 0.330 0.285 0.76
O -3.155 2.547 1.879 -0.04
C -2.316 1.906 1.218 -0.53
N -1.395 1.064 1.622 -0.08
C -1.125 0.783 3.010 -0.16
C 0.039 -0.186 3.110 -0.30
C 0.451 -0.657 4.332 -0.11
C 1.645 -1.446 4.353 -0.14
C 2.231 -1.858 3.211 -0.07
C 1.574 -1.604 1.899 -0.37
N 0.656 -0.511 1.951 -0.06
C -2.245 2.085 -0.293 -0.17
C -3.158 2.892 -0.947 -0.01
C -3.074 3.029 -2.320 -0.07
C -2.070 2.362 -3.003 -0.06
C -1.179 1.585 -2.286 -0.17
N -1.261 1.446 -0.958 -0.03
H -1.999 0.357 3.512 0.12
H -0.882 1.704 3.547 0.12
H -0.050 -0.342 5.239 0.08
H 2.098 -1.699 5.309 0.08
H 3.150 -2.433 3.207 0.09
H 2.301 -1.397 1.116 0.09
H -3.912 3.376 -0.341 0.11
H -3.788 3.642 -2.857 0.10
H -1.972 2.422 -4.079 0.10
H -0.372 1.053 -2.769 0.07
C 1.968 2.982 -1.394 -0.29
Ge 1.997 1.035 -0.945 0.86
C 3.756 1.007 0.016 -0.32
C 4.979 1.100 -0.661 -0.12
C 6.190 1.143 0.024 -0.12
C 6.204 1.090 1.415 -0.13
C 5.004 0.992 2.108 -0.10
C 3.796 0.952 1.414 -0.12
C 2.499 0.283 -2.747 -0.26
C 2.368 1.055 -3.878 -0.13
C 2.530 0.521 -5.186 -0.10
C 2.809 -0.800 -5.362 -0.07
C 2.960 -1.652 -4.235 -0.18
C 3.248 -3.035 -4.387 -0.06
C 3.416 -3.839 -3.297 -0.10
C 3.307 -3.298 -1.993 -0.09
C 3.012 -1.977 -1.823 -0.04
C 2.819 -1.107 -2.934 -0.17
H 2.919 3.289 -1.843 0.01
H 1.829 3.528 -0.456 0.00
H 1.148 3.259 -2.065 -0.01
H 4.983 1.130 -1.749 0.09
H 7.123 1.213 -0.526 0.08
H 7.146 1.115 1.952 0.08
H 5.003 0.931 3.191 0.09
H 2.867 0.860 1.968 0.08
H 2.123 2.109 -3.783 0.07
H 2.426 1.174 -6.047 0.09
H 2.921 -1.220 -6.357 0.10
H 3.321 -3.443 -5.390 0.10
H 3.613 -4.898 -3.424 0.09
H 3.427 -3.940 -1.129 0.11
H 2.907 -1.570 -0.826 0.07
C -5.967 -1.370 -7.218 -0.07
C -4.964 -1.602 -6.114 -0.30
C -3.760 -2.244 -6.358 -0.04
C -2.814 -2.445 -5.348 -0.32
C -1.529 -3.156 -5.721 -0.10
C -3.063 -1.996 -4.038 -0.38
Te -1.401 -2.081 -2.541 1.45
N 0.048 -2.067 -0.531 -0.11
C 0.429 -2.993 0.207 -0.48
O 0.944 -2.875 1.510 -0.05
C 0.401 -4.476 -0.107 -0.14
C 0.261 -5.436 0.897 -0.03
C 0.203 -6.790 0.586 -0.11
C 0.306 -7.210 -0.735 -0.12
C 0.469 -6.261 -1.740 -0.10
C 0.513 -4.908 -1.426 -0.08
C -2.749 -2.890 -1.123 -0.45
C -2.919 -2.215 0.089 -0.14
C -3.809 -2.680 1.047 -0.09
C -4.543 -3.832 0.799 -0.11
C -4.360 -4.517 -0.394 -0.07
C -3.459 -4.074 -1.367 -0.30
C -3.274 -4.898 -2.618 -0.07
C -4.282 -1.337 -3.790 -0.29
C -4.626 -0.804 -2.418 -0.06
C -5.207 -1.155 -4.820 -0.04
H -5.689 -1.917 -8.122 0.06
H -6.035 -0.311 -7.481 0.07
H -6.968 -1.694 -6.923 0.07
H -3.544 -2.603 -7.362 0.10
H -1.583 -3.537 -6.743 0.06
H -1.326 -3.986 -5.041 0.05
H -0.662 -2.493 -5.656 0.06
H 0.192 -5.102 1.924 0.11
H 0.085 -7.521 1.380 0.09
H 0.267 -8.266 -0.980 0.08
H 0.561 -6.573 -2.775 0.09
H 0.653 -4.168 -2.202 0.05
H -2.342 -1.321 0.288 0.07
H -3.922 -2.138 1.979 0.10
H -5.247 -4.205 1.535 0.09
H -4.914 -5.432 -0.578 0.09
H -3.747 -5.875 -2.501 0.07
H -2.211 -5.043 -2.823 0.05
H -3.702 -4.404 -3.494 0.07
H -3.769 -0.293 -1.971 0.05
H -4.898 -1.608 -1.728 0.07
H -5.461 -0.101 -2.472 0.07
H -6.143 -0.643 -4.602 0.11

***

39
Properties=species:S:1:pos:R:3:nbo_charge:R:1 method="wB97M-V/def2-TZVPD" molar_mass_da=354.30 e_homo_ev=-8.87 multiplicity=1 e_tot_ha=-1315.55376 orbital_gap_ha=0.3519 de_lowest_kj_mol=117.27 lumo_ev=0.70
C -4.277 -1.886 0.789 -0.64
C -3.235 -1.194 -0.027 0.23
N -2.341 -1.928 -0.545 -0.14
O -1.361 -1.309 -1.326 -0.40
C -0.304 -2.188 -1.575 0.22
O 0.596 -2.273 -0.508 -0.40
N 1.538 -1.255 -0.581 -0.12
C 2.358 -1.157 0.385 0.21
C 2.361 -2.034 1.601 -0.68
C 3.362 -0.090 0.278 -0.16
C 3.905 0.500 1.420 -0.15
C 4.848 1.506 1.340 -0.30
C 5.267 1.931 0.092 0.42
F 6.188 2.906 0.002 -0.32
C 4.767 1.373 -1.070 -0.35
C 3.817 0.375 -0.960 0.46
F 3.365 -0.170 -2.098 -0.30
C -3.335 0.273 -0.199 -0.20
C -3.272 0.835 -1.474 -0.12
C -3.361 2.200 -1.666 -0.30
C -3.503 3.022 -0.562 0.42
F -3.590 4.353 -0.735 -0.32
C -3.558 2.513 0.722 -0.35
C -3.476 1.143 0.880 0.44
F -3.512 0.658 2.138 -0.32
H -4.205 -1.580 1.831 0.24
H -4.135 -2.960 0.723 0.24
H -5.269 -1.620 0.427 0.22
H -0.681 -3.206 -1.725 0.18
H 0.199 -1.796 -2.466 0.18
H 1.798 -1.557 2.403 0.23
H 1.871 -2.975 1.361 0.25
H 3.376 -2.223 1.944 0.23
H 3.570 0.175 2.391 0.22
H 5.257 1.962 2.227 0.23
H 5.105 1.705 -2.038 0.25
H -3.157 0.181 -2.323 0.23
H -3.317 2.630 -2.653 0.23
H -3.660 3.161 1.578 0.25